{"formula": "C55H119F2N10O5S2", "method": "ωB97M-V/def2-TZVPD", "species": ["C", "H", "H", "H", "H", "H", "H", "C", "H", "C", "H", "H", "H", "C", "H", "H", "H", "H", "H", "H", "C", "N", "H", "H", "N", "C", "H", "H", "F", "H", "C", "C", "N", "C", "C", "C", "H", "H", "F", "H", "H", "C", "H", "O", "H", "H", "H", "H", "H", "H", "H", "H", "H", "C", "H", "C", "H", "H", "H", "H", "N", "H", "C", "H", "H", "H", "C", "H", "N", "H", "H", "N", "S", "H", "H", "H", "C", "C", "H", "H", "H", "C", "H", "H", "N", "H", "H", "C", "H", "H", "H", "C", "H", "C", "H", "H", "C", "C", "H", "H", "C", "C", "H", "H", "H", "H", "C", "C", "H", "H", "C", "H", "H", "C", "C", "S", "H", "C", "C", "H", "H", "H", "O", "C", "C", "C", "H", "H", "C", "C", "C", "C", "H", "H", "H", "H", "C", "H", "H", "H", "H", "H", "H", "C", "H", "H", "H", "H", "C", "H", "C", "C", "H", "H", "C", "O", "H", "C", "C", "H", "H", "H", "H", "C", "C", "H", "H", "H", "O", "H", "H", "C", "N", "H", "H", "C", "H", "N", "H", "C", "C", "H", "H", "C", "H", "H", "H", "O", "N", "H", "H", "H", "H"], "positions_angstrom": [[-2.004838, 16.178420, 5.388479], [5.097750, 9.241664, 11.360254], [-1.127285, 11.523911, 16.889427], [0.599824, 15.740895, 7.463320], [6.157084, 10.057197, 9.091215], [1.265031, 17.984716, 8.745039], [-2.091508, 9.308390, 17.581032], [4.463450, 9.614456, 12.161839], [8.857205, 11.254751, 9.102064], [3.002439, 9.823803, 11.700206], [2.278007, 14.514241, 21.762944], [-0.217454, 17.283639, 5.911871], [13.827570, 14.459280, 18.401760], [2.701673, 10.669646, 6.826134], [13.780974, 15.419565, 16.933923], [6.281056, 14.434326, 11.588784], [-1.979803, 7.200381, 18.926777], [7.096531, 14.795408, 16.197303], [8.575611, 13.737007, 15.238891], [3.868523, 15.294182, 19.633918], [0.955261, 8.223259, 18.346372], [2.498949, 19.159312, 11.531468], [2.271155, 9.712299, 6.553981], [6.062720, 14.511108, 8.136118], [9.810264, 15.198985, 16.007703], [7.226897, 9.917774, 9.280970], [4.670705, 19.589770, 15.550750], [-0.801153, 16.146698, 9.285609], [7.064585, 10.870858, 14.477305], [9.927659, 17.022865, 14.913150], [2.606381, 15.000635, 12.504924], [6.361621, 14.798463, 9.141639], [-0.062991, 9.318810, 18.434383], [3.720408, 19.939945, 15.143838], [-0.315278, 15.496455, 21.580334], [0.540785, 10.530907, 17.770507], [3.402467, 15.511974, 14.525314], [-1.622538, 6.641615, 17.272583], [3.349153, 9.979137, 17.267286], [-0.813897, 11.872143, 18.656642], [1.226149, 13.112414, 17.983770], [3.350207, 18.343360, 9.426845], [1.454954, 13.095052, 12.475838], [3.010202, 15.029704, 11.201450], [-3.396426, 15.721121, 6.962974], [7.651994, 12.742044, 8.048551], [1.592275, 13.707380, 14.007410], [8.774627, 14.556989, 10.915423], [6.871457, 16.233067, 17.210814], [1.576457, 16.936203, 17.022129], [-1.177674, 10.387396, 19.931565], [7.216440, 16.636421, 9.988794], [0.559844, 13.053115, 8.475334], [0.779189, 16.090026, 19.423857], [2.924549, 19.467954, 15.719815], [-0.305018, 13.411020, 9.034508], [3.101282, 12.505664, 11.024799], [1.621480, 19.480477, 13.446696], [3.637846, 18.009789, 18.137696], [3.035832, 12.993746, 13.242161], [7.181889, 13.700054, 9.806772], [-2.227350, 15.734372, 4.421838], [2.139218, 20.535355, 11.054129], [7.225374, 16.335582, 14.447758], [9.497689, 16.043631, 9.084469], [4.882883, 10.579128, 12.466053], [7.869622, 11.265511, 9.573557], [9.833742, 13.123228, 16.375741], [5.107089, 10.430886, 15.743196], [-1.605184, 17.128832, 8.014019], [1.687983, 15.634256, 12.685532], [1.983967, 16.009530, 18.879820], [3.787241, 11.243025, 16.444571], [9.320767, 13.529522, 9.659056], [1.238327, 8.141918, 17.297879], [2.047270, 16.664542, 9.583405], [2.973014, 11.798722, 10.212757], [6.665317, 13.498023, 11.194325], [7.861871, 17.642343, 15.477603], [0.010777, 14.290356, 9.595828], [3.706403, 20.987722, 15.447106], [-1.281489, 7.262290, 18.095069], [3.888486, 16.633451, 13.207114], [8.880084, 14.783141, 17.927448], [0.785578, 15.534546, 20.614322], [-0.218061, 13.885069, 17.440119], [4.039985, 17.779767, 11.310401], [8.583910, 14.304324, 9.874758], [8.676177, 15.005557, 7.892502], [-0.065915, 16.569656, 18.957909], [0.456182, 9.874464, 20.370650], [7.881727, 16.571931, 15.286762], [2.618085, 18.016764, 13.230421], [-1.184904, 8.711035, 17.631339], [5.459575, 14.970370, 9.737182], [-2.447142, 13.789316, 8.719969], [8.609816, 15.447332, 8.890065], [3.687605, 17.101305, 17.532493], [0.805919, 12.900116, 16.276566], [6.918346, 16.603219, 8.169170], [2.180975, 13.660087, 13.083509], [-0.471707, 16.272759, 5.595412], [11.374973, 16.553882, 16.562479], [2.082370, 20.540151, 9.971690], [3.071343, 12.973067, 8.306040], [3.673135, 10.653418, 6.312262], [7.546689, 15.732390, 16.522967], [2.533012, 19.078944, 13.004460], [0.088823, 15.989957, 4.711397], [9.429821, 15.692301, 13.924361], [0.394181, 12.998851, 17.277598], [1.853141, 8.361006, 18.939436], [0.196522, 14.376400, 6.407238], [9.617735, 13.786338, 15.549269], [7.135681, 12.467262, 8.973630], [5.966002, 11.651367, 15.338434], [9.255484, 16.502096, 17.565060], [2.921595, 9.897845, 9.174995], [-0.591360, 12.248023, 9.987233], [-0.116695, 16.140957, 22.431940], [0.307677, 11.729086, 10.311970], [1.524029, 17.312114, 11.581075], [4.043435, 12.228995, 17.435027], [1.451682, 18.200191, 10.948162], [-2.521927, 15.268454, 6.497702], [13.206741, 15.134204, 17.823249], [2.818941, 8.840764, 8.988738], [2.563609, 8.831053, 11.719573], [9.319564, 16.117842, 14.916522], [-1.593632, 16.179372, 8.548061], [8.911745, 15.552427, 17.160270], [2.057227, 15.054071, 20.858803], [8.118499, 11.360856, 10.630466], [-1.126153, 12.504415, 10.903336], [10.170784, 13.647655, 14.624397], [4.588858, 19.408528, 10.874530], [7.218220, 16.063061, 9.062434], [4.625503, 15.108122, 13.320355], [4.457149, 16.508718, 18.032933], [2.466102, 15.430390, 16.928534], [-1.693880, 13.022445, 7.390928], [-2.413968, 17.183904, 5.404049], [3.783610, 20.782083, 13.162703], [3.734548, 19.795391, 13.619888], [2.558899, 10.511518, 12.414269], [4.622227, 19.219746, 13.353968], [4.435047, 8.992248, 13.052655], [6.123595, 12.250459, 8.627491], [11.231720, 15.495383, 16.339619], [0.506219, 18.723270, 11.050221], [-0.450027, 9.590004, 19.835057], [3.744684, 18.725776, 10.838424], [0.640604, 6.152384, 17.953243], [5.943007, 12.688463, 11.221802], [-0.393255, 11.740459, 17.662969], [5.370623, 12.518860, 14.353841], [1.221205, 20.818830, 11.560114], [1.932043, 17.750268, 9.574374], [11.890034, 14.543941, 17.333337], [7.625867, 9.394094, 8.414094], [11.819286, 15.405418, 15.414651], [4.183676, 17.342157, 16.594335], [7.493923, 13.247036, 11.854342], [0.147936, 6.919126, 18.548145], [-0.140358, 15.345456, 6.773843], [11.177125, 14.445636, 18.161717], [1.518500, 10.716247, 18.223849], [3.395501, 19.168142, 8.714423], [2.700748, 11.476601, 15.558586], [-2.565965, 16.049691, 9.017142], [12.049076, 13.563162, 16.888594], [-1.501005, 13.758922, 8.172475], [-1.431458, 15.122479, 7.528593], [-0.417294, 14.453959, 21.875303], [7.377183, 9.240384, 10.119263], [2.816852, 15.411645, 19.809188], [13.044666, 16.060114, 18.375402], [3.008058, 10.448155, 10.381910], [-2.811419, 14.289086, 6.128388], [3.649562, 15.593428, 13.460787], [2.369193, 16.358844, 17.493738], [-0.863476, 8.706571, 20.314602], [-1.235933, 11.521941, 9.481999], [2.971658, 12.084230, 8.900855], [2.235960, 11.555448, 6.406763], [-1.270461, 15.802216, 21.160396], [0.198037, 6.535109, 19.565848], [6.762567, 12.279382, 16.348469], [2.919907, 10.848141, 8.252486], [2.924774, 21.226077, 11.347790], [-0.761980, 8.764426, 16.622502], [0.866493, 10.212974, 16.775626], [4.002085, 17.570105, 9.024388]], "atomic_forces_ev_per_a": [[0.8, -0.2, -0.2], [-0.1, -0.5, 0.1], [-0.4, 0.1, 0.3], [0.0, 0.0, 0.0], [-0.1, -0.2, 0.2], [0.0, 0.4, 0.1], [0.0, 0.0, 0.7], [-0.4, 1.0, 0.1], [0.0, 0.0, 0.1], [1.9, -0.6, 0.7], [0.2, 0.1, 0.1], [0.1, 0.1, -0.4], [-0.2, -0.1, 0.1], [1.7, 0.1, -1.0], [0.2, -0.1, 0.2], [-0.4, 0.0, -0.2], [-0.1, -0.3, -0.1], [0.0, -0.1, 0.4], [-0.1, -0.4, 0.4], [0.0, -0.3, 0.0], [-0.6, -1.6, -0.5], [-0.6, 0.6, -1.7], [-0.6, 0.2, 0.3], [0.2, -0.4, 0.0], [0.1, 0.6, -0.2], [-0.5, -0.2, 0.0], [-0.1, -0.2, 0.0], [0.1, 0.0, 0.0], [-0.3, -0.1, 0.1], [0.4, -0.3, 0.1], [-0.6, 0.8, 0.2], [-0.9, 0.8, 0.3], [0.2, 0.5, -0.3], [0.5, 0.5, 0.6], [-0.3, -0.5, 0.1], [0.2, 0.1, -0.8], [-0.1, 0.1, -0.1], [-0.2, -0.1, 0.1], [-0.1, -0.4, 0.2], [-0.6, 0.3, -0.2], [0.1, -0.1, -0.2], [-0.5, 0.0, -0.7], [0.3, 0.4, -0.6], [0.1, -0.2, -0.1], [0.0, -0.3, 0.2], [0.0, 0.1, 0.0], [0.6, 0.4, 0.3], [-0.2, 0.5, -0.1], [-0.1, 0.0, 0.0], [-0.1, 0.1, 0.3], [-0.1, 0.0, -0.3], [-0.4, 0.3, -0.2], [-0.1, 0.5, -0.5], [-0.5, 0.5, -0.7], [-0.2, -0.3, -0.4], [0.2, -0.2, 0.7], [-0.2, 0.0, 0.0], [-0.2, -0.1, -0.4], [-0.3, 0.1, -0.2], [0.0, 0.1, 0.2], [-0.3, 1.1, 0.1], [-0.1, 0.1, 0.0], [0.4, 0.2, 0.6], [-0.2, 0.2, 0.1], [-0.2, 0.4, -0.2], [0.0, 0.0, 0.1], [1.0, 0.0, -0.5], [0.1, -0.3, -0.2], [-2.7, 1.7, 1.6], [0.1, 0.1, 0.2], [0.0, 0.1, -0.2], [0.3, 0.1, 0.1], [0.7, -2.4, -0.1], [-0.2, -0.1, -0.2], [0.3, 0.7, 0.0], [-0.1, 0.0, 0.3], [1.1, 1.5, 1.0], [0.5, -0.3, 0.6], [0.0, 0.0, 0.0], [0.2, -0.1, 0.1], [-0.2, 0.0, -0.2], [0.1, 0.4, 0.2], [-0.3, 0.0, 0.1], [0.5, -0.1, 0.0], [-0.1, -0.1, 0.4], [-0.2, 0.0, -0.5], [0.0, 0.2, 0.2], [0.6, -1.0, 0.1], [0.2, 0.2, -0.1], [-0.1, -0.1, 0.0], [-0.1, 0.0, 0.0], [0.1, -0.8, -0.5], [-0.3, 0.0, 0.1], [0.5, 0.1, -1.1], [-0.1, -0.3, -0.1], [0.2, -0.1, 0.4], [-0.1, -0.6, 0.0], [1.0, 0.2, 0.7], [-0.1, 0.3, 0.0], [0.0, 0.5, 0.3], [-0.6, -1.3, -0.1], [-0.2, 0.1, 0.9], [-0.6, -0.1, 0.6], [-0.3, 0.0, 0.0], [-0.2, 0.3, 0.3], [0.0, 0.0, 0.3], [0.0, 0.4, -0.3], [0.7, -0.3, 1.2], [0.1, 0.1, 0.0], [0.0, -0.5, 0.2], [0.2, -0.3, 0.9], [-0.2, 0.3, 0.3], [-0.1, -0.1, 0.1], [-0.8, 0.7, -0.2], [0.9, -0.3, -0.7], [3.2, 0.7, -1.8], [0.2, -0.1, 0.1], [0.0, -0.7, 0.1], [-0.9, -0.3, 0.1], [0.2, -0.1, 0.0], [0.1, 0.1, -0.2], [-0.4, 0.2, 0.1], [0.4, 0.4, 0.1], [0.5, -0.5, 0.8], [-0.8, 0.5, -0.3], [0.1, 0.5, -0.8], [0.1, 0.0, -0.1], [-0.7, 0.2, -0.5], [-0.1, 1.6, 0.1], [-0.5, 0.5, -0.1], [-0.9, -0.5, 0.1], [-0.3, 0.2, 0.5], [-0.5, 0.2, 0.1], [0.0, 0.4, -0.1], [0.6, -0.2, 0.4], [-0.3, 0.4, 0.3], [0.8, -0.9, -0.1], [-0.2, -0.4, 0.1], [-0.2, -0.2, 0.0], [0.0, -0.1, 0.1], [0.4, 0.1, -0.2], [-0.3, -0.1, 0.1], [0.4, 0.1, 0.1], [-0.2, -0.2, -0.3], [-0.5, -0.1, -0.2], [0.1, 0.2, -0.2], [0.3, -0.2, -0.1], [-0.3, 0.1, 0.7], [1.8, -0.4, -1.2], [-0.2, -0.3, -0.2], [0.4, 0.0, 0.8], [0.9, -1.5, -0.1], [-0.2, -0.1, -0.1], [-0.3, 0.2, 0.0], [1.0, -0.4, 0.2], [-0.2, 0.3, 0.1], [-0.2, 0.1, -0.3], [0.2, 0.0, -0.4], [-0.8, 0.4, 0.8], [0.1, 0.3, -0.1], [-0.4, -0.1, -0.2], [-0.7, 0.0, -0.4], [0.0, -0.4, -0.1], [0.7, -0.1, 0.5], [0.0, -0.4, -0.6], [0.3, -0.3, 0.2], [-0.6, 0.3, 0.7], [-0.1, 0.1, 0.2], [-0.3, -0.1, -0.6], [0.0, 0.0, 0.1], [-0.1, 0.0, 0.0], [-0.6, -0.1, -0.1], [0.4, -0.5, -0.3], [0.0, 0.1, 0.3], [-0.2, 0.0, 0.0], [0.2, -0.3, -0.6], [0.0, -0.1, 0.2], [-1.1, 0.2, -0.4], [0.2, -0.1, 0.0], [1.0, 0.2, -0.1], [0.4, -0.1, -0.1], [0.1, -0.1, -0.2], [0.2, -0.1, 0.0], [0.1, -1.1, -1.1], [-0.7, -0.3, 0.2], [0.2, 0.1, -0.4], [-0.2, 0.2, 0.1], [-0.2, 0.1, 0.1], [-0.5, 0.3, 0.3], [0.0, 0.0, 0.0], [-0.2, -0.2, -0.1], [-0.4, -0.1, 0.0], [0.2, 0.1, 0.2]], "charge": 5, "homo_energy_ev": -15.94, "e_lumo_ev": -8.37}